[1]
{
  "formula": "C36H35F5N9OSSnTe",
  "method": "ωB97M-V with the def2-TZVPD basis set",
  "symbols": ["Sn", "C", "C", "C", "C", "C", "C", "C", "N", "N", "C", "C", "C", "C", "C", "C", "N", "C", "C", "C", "C", "C", "C", "N", "H", "H", "H", "H", "H", "H", "H", "H", "H", "H", "H", "H", "H", "H", "H", "H", "H", "H", "H", "H", "C", "N", "C", "C", "N", "C", "C", "C", "C", "C", "C", "N", "C", "N", "C", "C", "C", "C", "C", "C", "N", "H", "H", "H", "H", "H", "H", "H", "H", "H", "H", "H", "H", "H", "H", "H", "S", "C", "F", "Te", "F", "F", "F", "F", "O"],
  "positions_angstrom": [[-1.284, 0.024, -1.142], [-0.973, -1.984, 2.803], [0.348, -1.237, 2.488], [1.145, -1.734, 1.265], [2.145, -2.801, 1.523], [3.269, -2.907, 0.821], [3.685, -1.916, -0.211], [2.822, -0.643, -0.321], [1.478, -0.780, 0.210], [-2.191, -1.523, 2.109], [-3.035, -2.645, 1.720], [-4.255, -2.281, 0.910], [-5.145, -3.296, 0.590], [-6.191, -3.028, -0.271], [-6.369, -1.727, -0.718], [-5.488, -0.758, -0.269], [-4.433, -1.026, 0.496], [-2.953, -0.626, 2.986], [-2.366, 0.748, 3.141], [-1.873, 1.194, 4.361], [-1.461, 2.511, 4.482], [-1.558, 3.339, 3.377], [-2.032, 2.797, 2.193], [-2.422, 1.537, 2.069], [-1.149, -1.904, 3.886], [-0.811, -3.041, 2.576], [1.004, -1.331, 3.358], [0.087, -0.193, 2.322], [1.904, -3.519, 2.296], [3.956, -3.721, 1.012], [4.736, -1.657, -0.058], [3.251, 0.271, 0.101], [-3.374, -3.213, 2.605], [-2.441, -3.310, 1.087], [-4.968, -4.303, 0.939], [-6.831, -3.829, -0.610], [-7.175, -1.474, -1.391], [-5.606, 0.278, -0.553], [-3.086, -1.074, 3.985], [-3.926, -0.473, 2.522], [-1.826, 0.522, 5.207], [-1.084, 2.887, 5.423], [-1.263, 4.375, 3.436], [-2.128, 3.399, 1.298], [0.499, 1.266, -3.845], [-0.415, 1.936, -2.938], [-0.021, 3.297, -2.623], [0.655, 3.401, -1.289], [1.046, 2.395, -0.565], [1.614, 2.945, 0.569], [2.209, 2.339, 1.669], [2.647, 3.151, 2.696], [2.531, 4.543, 2.634], [1.981, 5.169, 1.530], [1.530, 4.350, 0.505], [0.914, 4.612, -0.702], [1.635, 0.653, -3.100], [1.514, -0.392, -2.379], [2.831, -0.740, -1.870], [3.442, -2.202, -1.728], [4.727, -2.457, -2.432], [5.521, -1.470, -2.855], [5.019, -0.121, -2.998], [3.757, 0.165, -2.644], [2.927, 1.133, -3.195], [-0.029, 0.432, -4.312], [0.866, 1.952, -4.625], [-1.351, 1.905, -3.325], [0.678, 3.698, -3.376], [-0.898, 3.951, -2.615], [2.306, 1.266, 1.697], [3.088, 2.702, 3.575], [2.876, 5.137, 3.470], [1.898, 6.246, 1.479], [0.697, 5.520, -1.074], [2.738, -3.007, -1.905], [5.023, -3.493, -2.525], [6.495, -1.678, -3.277], [5.601, 0.588, -3.574], [3.244, 1.790, -3.886], [0.497, -3.234, -0.986], [0.518, -1.753, -0.106], [-3.053, -4.080, -3.023], [-2.361, -2.225, -3.597], [0.738, -2.894, -2.533], [-0.894, -1.192, -4.543], [-1.159, -3.549, -4.381], [-2.617, 0.124, -3.084], [-1.599, -2.109, -1.970]],
  "forces_ev_per_angstrom": [[-0.392, -1.392, -1.070], [0.320, -0.161, -0.177], [-0.325, -0.030, -0.583], [-0.780, -0.008, 0.411], [0.247, -0.006, -0.028], [0.146, 0.077, 0.185], [-0.231, 0.121, 0.034], [0.411, 0.191, 0.050], [-0.116, -0.059, 0.333], [0.291, 0.205, 0.221], [0.216, 0.121, -0.040], [-0.119, 0.259, -0.092], [-0.024, -0.141, -0.302], [0.120, 0.066, -0.020], [-0.133, -0.001, 0.083], [0.065, -0.163, -0.158], [0.195, -0.202, -0.046], [0.007, 0.016, -0.201], [0.113, 0.016, 0.111], [0.002, 0.015, -0.003], [-0.025, 0.011, -0.083], [0.118, 0.000, 0.097], [0.041, -0.015, -0.005], [-0.052, -0.069, -0.163], [0.121, -0.175, -0.028], [-0.131, -0.086, 0.039], [-0.053, 0.213, 0.033], [0.232, 0.186, 0.076], [-0.003, -0.059, 0.047], [-0.006, -0.075, 0.091], [-0.043, 0.013, -0.061], [-0.020, -0.140, -0.091], [0.064, -0.084, -0.072], [0.035, -0.056, 0.116], [0.028, -0.079, 0.073], [-0.117, -0.010, 0.023], [-0.003, 0.047, 0.006], [-0.026, 0.096, -0.100], [-0.024, -0.048, -0.060], [0.048, -0.048, 0.186], [-0.025, -0.059, 0.031], [0.025, 0.009, 0.026], [0.032, 0.112, -0.061], [0.089, 0.140, -0.041], [0.116, -0.056, -0.116], [-0.330, 0.231, -0.120], [0.006, 0.210, 0.249], [-0.012, -0.115, 0.248], [-0.119, -0.240, -0.328], [0.018, 0.618, 0.023], [-0.138, 0.021, -0.036], [0.073, -0.141, 0.086], [-0.054, 0.057, -0.040], [-0.030, 0.119, 0.015], [0.063, -0.329, 0.214], [-0.006, 0.071, -0.093], [0.508, -0.190, -0.140], [-0.636, -0.075, -0.393], [0.041, 0.283, 0.172], [0.208, -0.146, -0.189], [0.107, -0.083, 0.078], [-0.009, -0.285, -0.039], [-0.191, 0.474, 0.255], [0.207, -0.257, 0.006], [-0.012, 0.390, 0.183], [-0.021, 0.070, -0.031], [0.011, -0.104, 0.098], [-0.047, -0.076, -0.102], [-0.202, -0.040, 0.000], [0.025, -0.048, -0.029], [-0.072, -0.134, 0.154], [0.047, -0.024, 0.028], [0.027, 0.036, -0.020], [0.010, 0.032, 0.003], [-0.022, -0.055, -0.019], [0.128, 0.103, 0.045], [0.126, -0.049, -0.020], [0.017, -0.097, 0.007], [-0.057, 0.016, -0.111], [-0.093, -0.100, -0.115], [0.045, 0.021, 0.307], [0.303, -0.291, -0.417], [-0.357, 1.351, 0.085], [0.995, -2.523, -1.973], [-0.110, -0.223, 0.361], [-0.687, 0.039, 0.380], [-0.569, 0.630, 0.210], [0.435, 0.319, 1.135], [-0.063, 1.839, 1.204]],
  "de_lowest_ev": 2.3487,
  "spin_multiplicity": 2,
  "e_tot_ev": -90902.8913,
  "molar_mass_g_mol": 983.11,
  "e_homo_ha": [-0.265, -0.282],
  "total_charge": 0,
  "gap_ev": [7.35, 6.85]
}

[2]
{
  "formula": "C36H36Cl2F6I2N6O6S3TeTl",
  "method": "ωB97M-V with the def2-TZVPD basis set",
  "symbols": ["Tl", "Cl", "C", "C", "C", "Cl", "C", "O", "C", "C", "O", "C", "H", "H", "H", "I", "C", "I", "H", "H", "N", "S", "C", "C", "C", "C", "C", "C", "C", "C", "C", "C", "C", "C", "H", "H", "H", "H", "H", "H", "H", "H", "H", "H", "H", "C", "N", "C", "N", "C", "N", "C", "N", "C", "C", "H", "H", "H", "H", "H", "H", "H", "H", "H", "H", "H", "H", "C", "Te", "C", "C", "C", "C", "C", "C", "C", "H", "H", "H", "H", "H", "H", "H", "H", "F", "C", "F", "F", "S", "O", "O", "N", "S", "O", "O", "C", "F", "F", "F"],
  "positions_angstrom": [[-0.199, 0.911, 0.275], [7.455, 1.236, 2.800], [6.029, 0.516, 2.166], [6.045, 0.007, 0.862], [4.922, -0.600, 0.351], [4.921, -1.215, -1.251], [3.733, -0.725, 1.104], [2.754, -1.413, 0.555], [3.707, -0.108, 2.375], [2.457, 0.048, 3.057], [1.362, -0.029, 2.488], [4.876, 0.463, 2.912], [6.932, 0.099, 0.258], [2.501, 0.326, 4.119], [4.842, 0.898, 3.897], [0.814, 3.866, 1.886], [1.775, 4.152, -0.023], [2.863, 2.441, -0.740], [2.490, 4.962, 0.073], [1.020, 4.385, -0.767], [0.753, -1.429, -1.183], [-0.254, -1.809, -2.379], [0.238, -3.433, -3.059], [1.469, -3.651, -3.657], [1.733, -4.890, -4.219], [0.777, -5.896, -4.173], [-0.438, -5.676, -3.542], [-0.712, -4.440, -2.980], [0.358, -0.853, -3.806], [1.314, 0.129, -3.629], [1.794, 0.820, -4.729], [1.300, 0.537, -5.991], [0.304, -0.415, -6.151], [-0.174, -1.115, -5.058], [1.729, -1.499, -1.465], [2.211, -2.866, -3.699], [2.682, -5.069, -4.702], [0.986, -6.855, -4.623], [-1.175, -6.463, -3.496], [-1.654, -4.248, -2.487], [1.684, 0.350, -2.639], [2.561, 1.567, -4.597], [1.690, 1.058, -6.850], [-0.098, -0.611, -7.132], [-0.944, -1.863, -5.176], [-3.139, 2.343, -0.713], [-2.263, 1.460, -1.518], [-3.050, 0.259, -1.873], [-4.254, 0.599, -2.604], [-5.066, 1.478, -1.768], [-4.341, 2.702, -1.436], [-3.967, 3.376, -2.671], [-3.131, 2.527, -3.520], [-1.944, 2.165, -2.771], [-3.882, 1.309, -3.819], [-2.590, 3.260, -0.470], [-3.409, 1.828, 0.213], [-3.316, -0.283, -0.963], [-2.429, -0.381, -2.505], [-5.315, 0.949, -0.846], [-5.982, 1.743, -2.301], [-3.408, 4.284, -2.430], [-4.870, 3.647, -3.221], [-1.392, 3.082, -2.533], [-1.314, 1.518, -3.391], [-3.261, 0.657, -4.441], [-4.784, 1.579, -4.373], [1.534, -3.902, 0.151], [0.981, -2.125, 1.218], [1.927, -3.207, 2.862], [1.784, -4.660, 2.500], [1.804, -5.673, 3.451], [1.713, -7.001, 3.065], [1.623, -7.333, 1.722], [1.580, -6.332, 0.767], [1.645, -5.001, 1.154], [2.485, -3.693, -0.348], [0.789, -4.141, -0.606], [1.457, -2.979, 3.820], [2.985, -2.933, 2.913], [1.874, -5.427, 4.499], [1.713, -7.781, 3.811], [1.570, -8.368, 1.418], [1.484, -6.576, -0.283], [-0.503, -1.310, 4.049], [-1.464, -0.367, 4.031], [-0.847, 0.816, 3.990], [-2.144, -0.443, 5.158], [-2.473, -0.634, 2.458], [-1.426, -1.034, 1.534], [-3.083, 0.617, 2.149], [-3.335, -1.878, 2.847], [-3.595, -2.763, 1.560], [-3.721, -1.978, 0.374], [-4.471, -3.850, 1.775], [-1.883, -3.634, 1.264], [-2.035, -4.940, 1.061], [-0.954, -3.523, 2.244], [-1.292, -3.160, 0.145]],
  "forces_ev_per_angstrom": [[-0.255, 0.336, -0.471], [0.171, 0.101, 0.101], [-0.278, -0.126, -0.145], [-0.183, 0.114, 0.274], [-0.257, -0.023, 0.339], [0.064, -0.124, -0.380], [0.519, 0.357, 0.321], [-0.529, -0.073, -0.126], [0.442, -0.445, -0.568], [-0.522, 0.487, -0.014], [0.757, 0.157, 0.773], [-0.155, -0.089, -0.220], [0.108, -0.046, -0.061], [-0.089, 0.066, 0.075], [0.027, 0.091, 0.188], [0.333, 0.277, -0.416], [-0.031, -0.251, 0.182], [0.019, 0.335, 0.154], [-0.057, -0.085, 0.074], [-0.004, -0.035, 0.124], [-0.477, 0.356, -0.396], [1.629, -0.424, -0.623], [-0.573, 0.290, 0.216], [0.062, 0.044, 0.015], [0.031, 0.115, 0.105], [-0.094, 0.019, 0.121], [0.081, -0.146, -0.051], [0.007, 0.192, 0.025], [-0.430, 0.067, 0.214], [-0.039, -0.162, 0.287], [-0.014, -0.063, -0.134], [0.066, 0.072, 0.075], [-0.068, -0.036, -0.003], [-0.067, 0.037, 0.017], [0.031, 0.032, -0.178], [0.045, 0.102, -0.063], [0.080, 0.002, -0.023], [0.004, -0.080, -0.043], [-0.075, -0.062, 0.012], [-0.152, -0.022, 0.011], [0.051, 0.015, 0.084], [0.072, 0.113, 0.023], [0.002, 0.085, -0.105], [-0.054, -0.063, -0.121], [-0.083, -0.132, -0.077], [0.039, 0.083, 0.139], [0.097, -0.057, 0.086], [0.030, -0.165, 0.017], [-0.190, -0.321, -0.096], [-0.124, -0.015, 0.044], [-0.217, 0.232, 0.217], [0.004, 0.166, -0.051], [0.034, 0.136, -0.226], [0.252, 0.065, -0.069], [0.007, -0.025, -0.138], [0.020, -0.096, 0.030], [0.051, 0.064, -0.109], [0.072, 0.067, -0.092], [-0.125, 0.067, 0.072], [-0.077, 0.045, -0.048], [0.024, -0.058, 0.048], [-0.079, 0.007, -0.005], [0.030, 0.024, 0.021], [0.042, -0.089, 0.002], [-0.004, 0.061, 0.053], [-0.061, 0.019, -0.005], [0.047, -0.046, 0.003], [-0.094, -0.087, 0.072], [2.348, -1.348, -0.171], [-0.121, 0.053, -0.089], [0.052, -0.283, -0.143], [-0.061, 0.006, 0.018], [0.047, -0.014, 0.015], [-0.013, 0.024, -0.078], [-0.025, 0.001, 0.087], [0.086, -0.042, 0.229], [-0.093, 0.201, 0.056], [0.033, 0.165, 0.022], [-0.018, 0.120, -0.096], [-0.084, 0.160, -0.073], [0.031, 0.054, 0.128], [0.024, -0.025, 0.070], [-0.026, -0.082, 0.010], [-0.029, -0.038, -0.048], [-0.249, -0.116, 0.155], [0.159, -0.166, 0.083], [-0.341, 0.029, -0.275], [-0.266, -0.061, -0.238], [0.773, 0.563, 1.243], [0.058, 0.631, -0.333], [-0.478, 0.202, 0.226], [-0.369, 0.131, 0.140], [0.829, -0.894, -0.639], [-0.289, 0.119, -0.362], [-0.249, -0.205, 0.586], [-0.561, -0.784, -0.379], [-0.330, 0.216, 0.136], [-0.371, -0.015, 0.405], [-0.364, -0.052, -0.246]],
  "de_lowest_ev": 1.1114,
  "e_tot_ev": -161176.0627,
  "molar_mass_g_mol": 1515.61,
  "e_homo_ha": -0.394,
  "total_charge": 1,
  "gap_ev": 7.29
}